Version 1
{
  "formula": "C2H3ClN2",
  "method": "ωB97M-V with the def2-TZVPD basis set",
  "elements": ["N", "C", "C", "N", "Cl", "H", "H", "H"],
  "coordinates": [[-1.803, 1.691, 0.473], [-0.814, 1.187, 0.179], [0.297, 0.308, 0.105], [0.129, -0.713, -0.840], [0.766, -0.509, 1.705], [1.249, 0.733, -0.240], [0.817, -1.414, -0.723], [-0.641, -1.284, -0.659]],
  "e_lumo_ha": 0.0136,
  "gap_ev": 11.07,
  "total_charge": 0,
  "smiles": "N#C[C@H](N)Cl"
}

---

Version 2
{
  "formula": "C2H3ClN2",
  "method": "ωB97M-V with the def2-TZVPD basis set",
  "elements": ["H", "N", "C", "C", "N", "H", "Cl", "H"],
  "coordinates": [[-1.077, 1.705, -1.866], [-1.134, 0.996, -1.249], [-0.089, 0.739, -0.609], [1.071, 1.534, -0.746], [2.084, 1.994, -1.024], [-0.246, 0.076, 0.243], [-0.116, -2.174, 1.789], [-0.600, -1.008, 2.310]],
  "e_lumo_ha": -0.0083,
  "gap_ev": 11.03,
  "total_charge": 0,
  "smiles": "[H]/N=C\\C#N.Cl"
}

---

Which of them is most stable, and which least? Most stable: version 1; least stable: version 2.

---

Version 1
{
  "formula": "CH6N3O",
  "method": "ωB97M-V with the def2-TZVPD basis set",
  "elements": ["N", "C", "N", "N", "O", "H", "H", "H", "H", "H", "H"],
  "coordinates": [[1.164, -0.474, 0.650], [0.063, -0.191, -0.176], [-0.489, 1.214, 0.123], [-0.991, -1.017, -0.579], [-0.064, -0.633, -1.679], [1.888, 0.201, 0.459], [1.414, -1.376, 1.114], [-0.022, 1.906, -0.514], [-0.566, 1.337, 1.184], [-1.383, 1.103, -0.148], [-1.013, -2.068, -0.434]],
  "e_lumo_ha": -0.1462,
  "gap_ev": 10.67,
  "total_charge": 1,
  "smiles": "N[C@]1([NH3+])NO1"
}

---

Version 2
{
  "formula": "CH6N3O",
  "method": "ωB97M-V with the def2-TZVPD basis set",
  "elements": ["N", "O", "C", "N", "N", "H", "H", "H", "H", "H", "H"],
  "coordinates": [[-2.134, 0.007, 0.084], [-0.759, 0.612, -0.082], [0.478, 0.082, 0.021], [1.459, 0.975, 0.040], [0.715, -1.245, -0.095], [-2.811, 0.803, -0.288], [-2.254, -0.862, -0.508], [1.259, 1.941, 0.384], [2.341, 0.457, 0.076], [-0.021, -1.993, 0.046], [1.410, -1.513, -0.663]],
  "e_lumo_ha": -0.1343,
  "gap_ev": 11.37,
  "total_charge": 1,
  "smiles": "NOC(N)=[NH2+]"
}

---

Which of them is most stable, and which least? Most stable: version 2; least stable: version 1.